Record 1
The following is a quantum chemistry calculation of a single C6H10OS molecule at a distorted geometry, from OMol25.

```
18
C6H10OS | OMol25 | the ωB97M-V functional and the def2-TZVPD basis
C -0.109 2.480 0.511
C -0.599 1.081 0.247
C -0.722 0.102 1.524
O 0.299 -0.926 1.384
C 1.147 -0.376 0.442
C 1.683 -0.288 -0.952
C 0.237 0.116 -0.639
S -0.821 -1.190 -1.325
H -0.075 3.109 -0.363
H 0.955 2.462 0.829
H -0.863 2.944 1.173
H -1.637 1.178 -0.143
H -0.575 0.711 2.436
H -1.658 -0.439 1.586
H 1.684 0.502 0.909
H 2.379 0.489 -1.197
H 1.818 -1.158 -1.599
H -1.103 -2.043 -0.304
```

The HOMO-LUMO gap is 9.71 eV. The SMILES is C[C@@H]1CO[C@H]2C[C@]12S. As for the max |F|: 3.00 eV Å⁻¹. The LUMO energy comes out at 0.86 eV. As for the molar mass: 130.2 g/mol.

---

Record 2
The following is a quantum chemistry calculation of a gas-phase ion, C4H11N2Se (charge +1) at a distorted geometry, from OMol25.

```
18
C4H11N2Se | OMol25 | the ωB97M-V functional and the def2-TZVPD basis
C -1.209 -1.322 0.026
C -1.832 1.469 0.742
C 0.019 -0.519 -0.390
C 0.261 0.838 0.058
N 1.207 -1.499 -0.112
N 0.945 1.696 -0.858
Se -2.787 -0.099 -0.138
H -1.235 -2.191 -0.574
H -1.186 -1.608 1.103
H -2.027 1.363 1.893
H -2.263 2.434 0.301
H -0.271 -0.397 -1.491
H 0.723 0.996 1.062
H 1.054 -2.275 -0.787
H 1.056 -1.854 0.896
H 0.862 1.815 -1.871
H 2.074 -1.132 -0.160
H 1.142 2.585 -0.373
```

The charge is +1. The HOMO-LUMO gap is 7.70 eV. As for the max |F|: 5.59 eV Å⁻¹. The LUMO energy comes out at -3.87 eV. As for the molar mass: 166.1 g/mol.

---

Record 3
The following is a quantum chemistry calculation of 17 unconnected molecules or ions with the total composition C62H165N7O27 at a distorted geometry, from OMol25.

```
261
C62H165N7O27 | OMol25 | the ωB97M-V functional and the def2-TZVPD basis
C 4.733 -0.846 -0.157
C 4.229 -1.294 -1.490
O 4.596 -2.644 -1.643
H 4.367 0.092 0.198
H 5.839 -0.981 -0.062
H 4.377 -1.556 0.578
H 4.524 -0.751 -2.379
H 3.153 -1.234 -1.540
H 3.873 -3.091 -2.067
C -2.560 -3.152 1.921
C -1.651 -3.627 0.748
O -0.494 -2.826 0.660
H -2.771 -2.112 1.942
H -2.015 -3.436 2.796
H -3.484 -3.787 1.949
H -2.211 -3.646 -0.222
H -1.280 -4.691 0.848
H -0.751 -1.903 0.479
C 2.911 -0.510 -6.491
C 2.629 -1.025 -5.089
O 2.286 0.052 -4.168
H 2.185 0.228 -6.731
H 2.814 -1.342 -7.216
H 3.905 -0.039 -6.522
H 3.424 -1.649 -4.736
H 1.661 -1.624 -5.156
H 3.021 0.181 -3.546
C 3.848 2.380 5.067
C 3.433 2.515 3.552
O 4.439 2.112 2.612
H 4.022 1.352 5.326
H 2.992 2.695 5.614
H 4.677 2.993 5.352
H 3.103 3.580 3.361
H 2.570 1.905 3.362
H 4.659 1.223 2.856
C 1.443 1.344 -0.584
C 0.703 0.420 0.500
O -0.617 0.094 0.121
H 2.436 0.883 -0.827
H 1.567 2.354 -0.274
H 0.930 1.350 -1.550
H 0.828 0.855 1.483
H 1.314 -0.513 0.451
H -1.294 0.848 0.272
C 0.434 5.860 -2.838
C 0.692 5.764 -1.387
O -0.208 6.701 -0.752
H 0.613 6.889 -3.198
H -0.564 5.507 -3.051
H 1.173 5.238 -3.398
H 1.742 6.118 -1.226
H 0.523 4.726 -0.996
H -0.327 6.490 0.200
C 6.929 2.416 -1.373
C 6.255 2.352 -0.041
O 4.833 2.467 -0.291
H 6.505 3.116 -2.040
H 6.871 1.434 -1.907
H 8.006 2.574 -1.233
H 6.528 3.200 0.578
H 6.424 1.382 0.460
H 4.279 2.214 0.475
C -1.003 0.173 3.555
O -2.206 0.171 4.330
C -2.015 -0.265 5.666
C -3.308 -0.552 6.394
N -4.041 0.683 6.469
C -5.349 0.559 7.080
C -5.342 0.265 8.560
O -5.258 -1.131 8.737
C -4.551 -1.600 9.820
H -0.465 -0.777 3.672
H -0.391 0.984 3.899
H -1.268 0.385 2.476
H -1.525 0.546 6.221
H -1.349 -1.133 5.704
H -3.125 -0.886 7.403
H -3.932 -1.289 5.898
H -4.030 1.344 5.699
H -6.042 -0.136 6.579
H -5.775 1.542 6.867
H -6.265 0.648 8.991
H -4.520 0.834 9.029
H -4.740 -0.999 10.744
H -3.467 -1.595 9.652
H -4.933 -2.663 10.043
C -5.255 0.465 2.843
O -4.708 0.923 1.595
C -4.108 -0.002 0.762
C -3.603 0.707 -0.456
N -2.643 1.679 -0.151
C -1.957 2.420 -1.316
C -3.018 3.032 -2.267
O -3.840 3.975 -1.585
C -4.610 4.719 -2.584
H -6.184 -0.062 2.699
H -5.331 1.314 3.517
H -4.518 -0.256 3.201
H -4.887 -0.753 0.489
H -3.315 -0.563 1.320
H -4.396 1.134 -1.061
H -3.076 -0.028 -1.047
H -3.108 2.380 0.445
H -1.394 1.696 -1.851
H -1.348 3.220 -0.832
H -3.686 2.351 -2.755
H -2.451 3.634 -3.047
H -5.199 5.535 -2.057
H -5.301 4.113 -3.162
H -3.876 5.194 -3.271
C -0.560 -0.671 -2.969
O -0.762 -1.664 -3.928
C -1.775 -1.342 -4.837
C -2.088 -2.629 -5.607
N -2.714 -3.633 -4.791
C -3.436 -4.674 -5.519
C -4.097 -5.761 -4.581
O -5.420 -5.360 -4.155
C -6.290 -6.514 -4.307
H 0.160 -0.986 -2.252
H -1.490 -0.373 -2.445
H -0.100 0.216 -3.422
H -1.567 -0.539 -5.505
H -2.693 -0.989 -4.223
H -1.092 -2.900 -6.108
H -2.668 -2.382 -6.515
H -2.026 -3.844 -4.075
H -2.880 -5.253 -6.193
H -4.219 -4.206 -6.185
H -3.449 -5.897 -3.654
H -4.126 -6.722 -5.076
H -7.271 -6.061 -4.031
H -6.030 -7.434 -3.678
H -6.303 -6.830 -5.402
C 3.447 -8.526 -3.693
O 3.217 -7.399 -4.533
C 1.938 -7.431 -5.216
C 1.720 -6.006 -5.841
N 1.930 -4.884 -4.982
C 0.980 -4.815 -3.878
C 1.248 -3.668 -2.952
O 2.386 -3.808 -2.111
C 2.121 -4.929 -1.264
H 3.492 -9.369 -4.345
H 2.557 -8.697 -3.056
H 4.358 -8.325 -3.159
H 1.143 -7.657 -4.514
H 1.989 -8.163 -6.000
H 0.673 -5.988 -6.192
H 2.444 -5.991 -6.653
H 2.839 -4.968 -4.501
H 0.867 -5.718 -3.194
H -0.024 -4.713 -4.397
H 0.370 -3.466 -2.293
H 1.382 -2.782 -3.523
H 2.662 -4.855 -0.315
H 2.463 -5.851 -1.775
H 1.072 -5.011 -1.027
C 6.527 -3.665 1.506
O 5.475 -3.248 2.374
C 4.289 -3.997 2.046
C 3.120 -3.334 2.764
N 3.111 -3.564 4.249
C 1.940 -2.964 4.774
C 2.099 -2.914 6.300
O 1.007 -2.282 6.948
C 1.320 -0.883 7.216
H 7.480 -3.293 1.878
H 6.339 -3.294 0.480
H 6.654 -4.761 1.387
H 4.441 -5.067 2.200
H 4.173 -3.901 0.946
H 2.213 -3.724 2.301
H 3.133 -2.252 2.643
H 3.845 -2.880 4.423
H 1.036 -3.564 4.606
H 1.642 -1.926 4.435
H 3.033 -2.455 6.574
H 2.202 -3.966 6.609
H 0.638 -0.468 8.014
H 1.153 -0.253 6.361
H 2.373 -0.816 7.514
C 0.169 4.086 2.120
O -0.981 3.377 2.495
C -1.949 4.287 2.922
C -3.151 3.456 3.530
N -2.914 2.972 4.860
C -2.811 4.003 5.877
C -4.031 4.948 5.914
O -3.969 5.927 4.997
C -4.943 6.939 5.046
H -0.084 4.829 1.322
H 0.889 3.321 1.768
H 0.685 4.680 2.967
H -2.322 4.846 2.064
H -1.610 5.033 3.636
H -3.313 2.545 2.917
H -3.987 4.142 3.466
H -2.176 2.255 4.933
H -1.893 4.623 5.726
H -2.779 3.537 6.840
H -4.165 5.409 6.886
H -4.939 4.401 5.756
H -5.872 6.708 4.432
H -4.521 7.855 4.713
H -5.321 7.204 6.038
C -1.940 1.744 -7.323
O -3.164 1.479 -6.650
C -3.828 2.621 -6.060
C -5.207 2.199 -5.614
N -5.159 1.027 -4.771
C -6.337 0.595 -4.109
C -6.457 -0.937 -4.121
O -6.525 -1.385 -5.416
C -6.748 -2.771 -5.629
H -2.012 2.386 -8.185
H -1.639 0.745 -7.713
H -1.165 2.192 -6.603
H -3.915 3.493 -6.673
H -3.253 2.843 -5.135
H -5.860 1.951 -6.489
H -5.644 3.085 -5.195
H -4.730 0.241 -5.250
H -7.289 0.983 -4.575
H -6.471 0.852 -3.008
H -7.315 -1.244 -3.482
H -5.561 -1.379 -3.664
H -5.955 -3.399 -5.157
H -6.774 -2.851 -6.755
H -7.735 -3.109 -5.312
C 6.335 6.338 0.576
C 4.898 5.966 0.629
O 4.634 6.036 2.051
O 7.184 5.487 1.278
H 6.484 7.366 0.969
H 6.675 6.371 -0.419
H 4.612 4.955 0.193
H 4.356 6.691 -0.023
H 3.912 5.474 2.286
H 7.037 5.555 2.233
C 3.189 2.905 -4.603
C 4.279 2.858 -3.516
O 4.249 1.557 -2.938
O 1.932 2.779 -3.935
H 3.270 2.128 -5.312
H 3.202 3.882 -5.114
H 4.083 3.694 -2.897
H 5.250 2.937 -3.970
H 4.402 1.555 -1.976
H 1.788 1.819 -4.018
C 6.669 -0.099 3.619
C 7.557 -0.775 4.584
O 7.760 -2.126 4.222
O 5.345 -0.754 3.564
H 7.056 0.062 2.559
H 6.516 0.960 3.870
H 7.167 -0.629 5.638
H 8.540 -0.309 4.578
H 6.967 -2.626 4.485
H 5.345 -1.414 2.877
```

The HOMO-LUMO gap is 8.60 eV. As for the max |F|: 3.67 eV Å⁻¹. The LUMO energy comes out at 0.47 eV. As for the molar mass: 1441.0 g/mol.

---

Record 4
The following is a quantum chemistry calculation of 2 unconnected molecules or ions with the total composition C19H41N2O3 at a distorted geometry, from OMol25.

```
65
C19H41N2O3 | OMol25 | the ωB97M-V functional and the def2-TZVPD basis
C 1.036 2.914 -0.062
C -0.407 2.106 -0.292
C -1.226 2.896 -1.469
C -2.632 2.211 -1.941
N -3.251 1.233 -0.974
C -4.785 1.258 -1.139
C -5.446 0.362 0.108
C -4.858 -1.188 0.152
C -3.258 -1.215 -0.246
C -2.720 -2.746 -0.651
C -1.118 -2.765 -0.177
N -0.231 -3.564 -1.122
C 0.156 -2.774 -2.355
C -0.406 -3.443 -3.773
C 1.097 -3.790 -0.370
C 1.790 -2.510 0.424
O 1.585 -5.035 -0.374
C -2.831 -0.163 -1.428
H 1.314 3.016 1.089
H 1.934 2.421 -0.628
H 0.928 4.017 -0.495
H -0.213 0.970 -0.495
H -1.013 2.292 0.720
H -0.515 2.894 -2.428
H -1.347 4.053 -1.197
H -3.411 3.085 -2.095
H -2.465 1.749 -3.028
H -3.085 1.425 0.037
H -5.181 2.364 -1.046
H -5.117 0.793 -2.187
H -5.170 0.871 1.148
H -6.618 0.326 0.071
H -4.911 -1.553 1.288
H -5.517 -1.956 -0.454
H -2.681 -0.864 0.738
H -2.823 -2.832 -1.819
H -3.359 -3.568 -0.099
H -0.982 -3.225 0.912
H -0.779 -1.624 -0.209
H 1.345 -2.844 -2.440
H -0.164 -1.646 -2.335
H -0.402 -4.617 -3.726
H -1.468 -3.000 -4.089
H 0.320 -3.135 -4.669
H 2.974 -2.489 0.312
H 1.434 -2.408 1.542
H 1.397 -1.533 -0.136
H -1.672 -0.142 -1.670
H -3.351 -0.454 -2.462
C 4.474 3.392 2.502
O 3.874 2.197 2.015
C 4.832 1.314 1.424
C 5.197 0.172 2.378
O 5.911 0.659 3.520
C 5.081 0.756 4.671
H 3.743 3.909 3.132
H 5.364 3.190 3.102
H 4.733 4.044 1.662
H 5.726 1.862 1.104
H 4.363 0.887 0.531
H 5.865 -0.521 1.857
H 4.305 -0.387 2.684
H 4.886 -0.244 5.071
H 4.136 1.261 4.455
H 5.616 1.336 5.429
```

The charge is +1. The HOMO-LUMO gap is 8.48 eV. As for the max |F|: 8.62 eV Å⁻¹. The LUMO energy comes out at -2.60 eV. As for the molar mass: 345.5 g/mol.

---

Record 5
The following is a quantum chemistry calculation of a molecular structure, CCl4N2Si at a distorted geometry, from OMol25.

```
8
CCl4N2Si | OMol25 | the ωB97M-V functional and the def2-TZVPD basis
C -0.618 -1.132 1.032
N -0.868 -1.453 2.101
N -0.396 -0.310 -0.013
Si 1.942 0.180 0.234
Cl -0.718 -1.113 -1.483
Cl 1.803 2.115 0.115
Cl 2.575 -0.580 -1.472
Cl 2.575 -0.867 1.682
```

The HOMO-LUMO gap is 8.84 eV. As for the max |F|: 4.74 eV Å⁻¹. The LUMO energy comes out at -0.44 eV. As for the molar mass: 209.9 g/mol.

---

Record 6
The following is a quantum chemistry calculation of a molecular structure, C20H23ClN2Zr at a distorted geometry, from OMol25.

```
47
C20H23ClN2Zr | OMol25 | the ωB97M-V functional and the def2-TZVPD basis
C 0.216 0.751 -5.208
C 1.600 1.252 -5.169
C -0.030 -0.679 -5.477
C -0.908 1.700 -5.255
Cl 0.608 1.979 -0.358
H -0.046 -0.917 -6.565
H -1.001 -1.009 -5.066
H 0.747 -1.320 -5.020
H 1.988 1.523 -6.174
H 2.291 0.500 -4.747
H 1.685 2.156 -4.543
H -1.118 2.065 -6.281
H -0.714 2.591 -4.636
H -1.840 1.243 -4.881
C 1.823 -1.499 1.552
C 0.906 -2.204 0.712
C 1.041 -1.696 -0.625
H 0.280 -3.043 1.027
C 2.067 -0.699 -0.605
C 2.529 -0.550 0.743
H 3.332 0.097 1.096
H 1.998 -1.708 2.604
H 0.567 -2.113 -1.508
H 2.546 -0.262 -1.477
C -2.370 1.021 0.903
C -2.308 -0.183 1.667
C -2.022 -1.264 0.771
H -2.545 -0.295 2.729
C -1.913 -0.719 -0.553
C -2.162 0.690 -0.472
H -2.338 1.354 -1.311
H -2.626 2.009 1.310
H -2.005 -2.322 1.042
H -1.826 -1.310 -1.468
Zr 0.022 0.068 0.758
N 0.103 0.255 8.520
C 0.126 0.258 7.346
C 0.144 0.249 5.895
C -0.186 -0.907 5.190
C -0.194 -0.903 3.808
N 0.142 0.202 3.076
C 0.459 1.340 3.755
C 0.465 1.392 5.144
H -0.461 -1.834 5.704
H -0.481 -1.817 3.259
H 0.694 2.227 3.151
H 0.717 2.328 5.640
```

The charge is +2. The HOMO-LUMO gap is 5.97 eV. As for the max |F|: 3.10 eV Å⁻¹. The LUMO energy comes out at -8.54 eV. As for the molar mass: 418.1 g/mol.

---

Record 7
The following is a quantum chemistry calculation of a molecular structure, C25H29N4O4Zr, from OMol25.

```
63
C25H29N4O4Zr | OMol25 | the ωB97M-V functional and the def2-TZVPD basis
Zr 0.181 -0.636 0.398
C -4.984 3.493 -1.857
O -4.396 4.038 -0.653
C -3.391 3.458 -0.070
C -2.915 4.110 1.105
C -1.871 3.587 1.781
C -1.218 2.376 1.356
C -0.138 1.906 2.083
C 0.441 2.569 3.284
O 0.482 0.782 1.729
C -1.725 1.748 0.158
O -1.129 0.636 -0.303
C -2.784 2.272 -0.534
H -5.792 4.171 -2.104
H -5.377 2.497 -1.656
H -4.244 3.481 -2.655
H -3.410 5.017 1.422
H -1.516 4.090 2.669
H -0.319 2.735 4.048
H 0.853 3.545 3.020
H 1.232 1.952 3.699
H -3.125 1.778 -1.431
N -0.458 -2.976 -0.258
C -1.637 -2.885 0.572
C -2.662 -3.798 0.638
C -3.693 -3.524 1.530
C -3.649 -2.373 2.310
C -2.584 -1.508 2.168
N -1.593 -1.764 1.298
C 0.688 -3.502 0.457
C 1.137 -4.800 0.384
C 2.240 -5.132 1.164
C 2.825 -4.171 1.979
C 2.310 -2.891 1.980
N 1.258 -2.557 1.212
H -0.626 -3.457 -1.136
H -2.659 -4.691 0.028
H -4.523 -4.213 1.624
H -4.432 -2.148 3.019
H -2.508 -0.595 2.744
H 0.645 -5.530 -0.244
H 2.631 -6.141 1.144
H 3.672 -4.411 2.606
H 2.734 -2.108 2.595
O 1.441 -0.708 -1.213
C 2.381 -0.591 -2.076
C 2.071 -0.337 -3.500
C 2.458 1.177 -3.674
C 2.517 2.053 -2.396
C 3.780 1.947 -1.514
C 3.921 0.645 -0.721
N 3.634 -0.457 -1.674
H 1.020 -0.530 -3.698
H 2.674 -0.962 -4.159
H 1.732 1.611 -4.358
H 3.424 1.231 -4.178
H 1.609 1.913 -1.794
H 2.466 3.087 -2.738
H 3.805 2.782 -0.812
H 4.663 2.069 -2.149
H 3.217 0.586 0.110
H 4.918 0.504 -0.312
H 4.291 -0.448 -2.448
```

The charge is +3. The HOMO-LUMO gap is 7.48 eV. As for the max |F|: 0.70 eV Å⁻¹. The LUMO energy comes out at -9.57 eV. As for the molar mass: 540.8 g/mol.